An isolated ion of composition C14H29N2O2 and charge +1, computed with wB97M-V/def2-TZVPD.

Each atom is followed by the atoms it is bonded to, with distances in Å.
Cartesian coordinates (Å):
1 C -3.03 -1.99 -1.24  N2 1.481, H19 1.086, H20 1.207, H21 0.998
2 N -1.93 -1.68 -0.30  C1 1.481, C3 1.493, C4 1.347, H22 1.158
3 C -2.61 -1.88 1.02  N2 1.493, H23 0.954, H24 1.157, H25 1.262
4 C -0.86 -2.44 -0.58  N2 1.347, C5 1.514, H26 1.227, H27 0.973
5 C 0.30 -1.73 0.08  C4 1.514, C6 1.460, H28 1.003, H29 1.233
6 C 1.58 -2.40 -0.15  C5 1.460, C7 1.612, H30 1.299, H31 0.855
7 C 2.85 -1.42 -0.21  C6 1.612, C8 1.335, H32 0.945, H33 0.889
8 C 3.07 -0.62 0.85  C7 1.335, C9 1.403, H34 1.255, H35 1.181
9 C 3.84 0.53 0.69  C8 1.403, C10 1.620, H36 1.014, H37 0.957
10 C 3.01 1.58 -0.23  C9 1.620, C11 1.421, H38 1.101, H39 1.034
11 C 1.81 2.23 0.17  C10 1.421, C12 1.460, H40 1.209, H41 0.995
12 C 0.88 2.91 -0.71  C11 1.460, C13 1.504, H42 1.106, H43 1.041
13 C -0.53 3.27 -0.33  C12 1.504, C14 1.588, H44 1.156, H45 0.871
14 C -1.46 2.00 -0.16  C13 1.588, O15 1.336, C16 1.276
15 O -1.07 1.02 -0.97  C14 1.336
16 C -2.66 2.18 0.23  C14 1.276, N17 1.481, H46 1.074
17 N -3.45 0.93 0.39  C16 1.481, O18 1.353
18 O -4.65 1.34 0.87  N17 1.353, H47 0.899
19 H -3.46 -2.98 -1.35  C1 1.086
20 H -2.53 -1.83 -2.33  C1 1.207
21 H -3.89 -1.49 -1.13  C1 0.998
22 H -1.66 -0.56 -0.44  N2 1.158
23 H -1.91 -1.77 1.66  C3 0.954
24 H -3.59 -1.28 1.21  C3 1.157
25 H -3.07 -3.01 1.35  C3 1.262
26 H -1.09 -3.50 0.00  C4 1.227
27 H -0.70 -2.72 -1.50  C4 0.973
28 H 0.46 -0.81 -0.28  C5 1.003
29 H 0.13 -1.43 1.27  C5 1.233
30 H 1.91 -3.34 0.67  C6 1.299
31 H 1.47 -3.04 -0.71  C6 0.855
32 H 3.63 -1.93 -0.38  C7 0.945
33 H 2.68 -0.97 -0.95  C7 0.889
34 H 3.60 -1.19 1.83  C8 1.255
35 H 2.11 -0.32 1.47  C8 1.181
36 H 4.04 1.23 1.40  C9 1.014
37 H 4.77 0.47 0.44  C9 0.957
38 H 3.65 2.44 -0.50  C10 1.101
39 H 2.93 1.35 -1.23  C10 1.034
40 H 1.15 1.30 0.60  C11 1.209
41 H 1.85 2.64 1.08  C11 0.995
42 H 1.36 3.79 -1.17  C12 1.106
43 H 0.75 2.35 -1.58  C12 1.041
44 H -0.99 3.98 -1.12  C13 1.156
45 H -0.56 3.61 0.48  C13 0.871
46 H -3.04 3.13 0.57  C16 1.074
47 H -5.07 2.05 1.23  O18 0.899

## Properties
**Energy relative to the best compared isomer or geometry (same formula, charge and spin)**: 1843.6 kJ/mol
**Orbital gap**: 7.02 eV
**Charge**: +1
**Total energy**: -22039.556 eV
**Highest occupied orbital energy**: -12.36 eV
**SMILES string**: C[NH+](C)CCCCCCCCCCC(=O)/C=N/O

---

An isolated ion of composition C17H30NO3S and charge +1, computed with wB97M-V/def2-TZVPD.

Each atom is followed by the atoms it is bonded to, with distances in Å.
Cartesian coordinates (Å):
1 C -0.32 4.79 6.78  C2 1.524, H50 1.087, H51 1.088, H52 1.088
2 C -0.17 5.24 5.33  C1 1.524, C3 1.527, H48 1.092, H49 1.092
3 C 0.61 4.23 4.50  C2 1.527, C4 1.527, H46 1.093, H47 1.092
4 C 0.76 4.68 3.04  C3 1.527, C5 1.529, H44 1.093, H45 1.092
5 C 1.65 3.76 2.21  C4 1.529, C6 1.527, H42 1.093, H43 1.092
6 C 1.04 2.39 1.96  C5 1.527, C7 1.527, H40 1.092, H41 1.091
7 C 1.93 1.53 1.07  C6 1.527, C8 1.527, H38 1.092, H39 1.092
8 C 1.32 0.15 0.80  C7 1.527, C9 1.524, H36 1.093, H37 1.092
9 C 2.24 -0.70 -0.06  C8 1.524, H10 1.093, H11 1.091, O12 1.442
10 H 2.39 -0.25 -1.04  C9 1.093
11 H 3.20 -0.85 0.43  C9 1.091
12 O 1.71 -2.03 -0.23  C9 1.442, C13 1.308
13 C 0.93 -2.26 -1.26  O12 1.308, O14 1.200, C15 1.552
14 O 0.62 -1.50 -2.13  C13 1.200
15 C 0.43 -3.72 -1.23  C13 1.552, N16 1.439, H34 1.092, H35 1.091
16 N -0.15 -4.06 -2.50  C15 1.439, C17 1.324, C20 1.375
17 C 0.53 -4.69 -3.45  N16 1.324, S18 1.684, H33 1.074
18 S -0.30 -4.79 -4.92  C17 1.684, C19 1.734
19 C -1.64 -3.96 -4.21  S18 1.734, C20 1.364, C25 1.488
20 C -1.39 -3.63 -2.91  N16 1.375, C19 1.364, C21 1.485
21 C -2.29 -2.92 -1.96  C20 1.485, H22 1.089, H23 1.085, H24 1.089
22 H -1.84 -1.98 -1.66  C21 1.089
23 H -3.24 -2.71 -2.43  C21 1.085
24 H -2.48 -3.52 -1.07  C21 1.089
25 C -2.84 -3.67 -5.04  C19 1.488, H26 1.089, H27 1.095, C28 1.540
26 H -3.44 -2.87 -4.61  C25 1.089
27 H -3.47 -4.57 -5.11  C25 1.095
28 C -2.38 -3.26 -6.45  C25 1.540, O29 1.407, H31 1.093, H32 1.093
29 O -1.51 -4.22 -6.99  C28 1.407, H30 0.965
30 H -2.01 -4.97 -7.34  O29 0.965
31 H -3.25 -3.09 -7.10  C28 1.093
32 H -1.81 -2.33 -6.39  C28 1.093
33 H 1.52 -5.06 -3.31  C17 1.074
34 H -0.30 -3.82 -0.43  C15 1.092
35 H 1.28 -4.38 -1.01  C15 1.091
36 H 0.36 0.27 0.29  C8 1.093
37 H 1.14 -0.36 1.75  C8 1.092
38 H 2.90 1.40 1.55  C7 1.092
39 H 2.09 2.04 0.11  C7 1.092
40 H 0.06 2.51 1.48  C6 1.092
41 H 0.88 1.87 2.90  C6 1.091
42 H 1.85 4.24 1.25  C5 1.093
43 H 2.61 3.64 2.71  C5 1.092
44 H -0.22 4.75 2.58  C4 1.093
45 H 1.20 5.68 3.04  C4 1.092
46 H 1.60 4.10 4.94  C3 1.093
47 H 0.10 3.27 4.54  C3 1.092
48 H -1.16 5.39 4.88  C2 1.092
49 H 0.35 6.21 5.30  C2 1.092
50 H -0.88 5.53 7.35  C1 1.087
51 H -0.85 3.85 6.83  C1 1.088
52 H 0.65 4.67 7.24  C1 1.088

## Properties
**Energy relative to the best compared isomer or geometry (same formula, charge and spin)**: 4.7 kJ/mol
**Orbital gap**: 8.93 eV
**Charge**: +1
**Total energy**: -36578.180 eV
**Highest occupied orbital energy**: -12.39 eV